No. 1
Formula: C19H28N4O5S
Source: OMol25
Level of theory: ωB97M-V/def2-TZVPD

```
57
C19H28N4O5S | OMol25 | ωB97M-V/def2-TZVPD
C -0.691 -1.494 1.982
C 0.389 -2.526 1.683
C 1.724 -1.873 1.316
H 1.881 -1.000 1.951
C 1.767 -1.428 -0.148
N 2.716 -0.359 -0.367
S 2.228 0.687 -1.577
O 3.246 1.679 -1.748
O 1.773 -0.018 -2.746
C 0.778 1.424 -0.811
C 0.769 1.693 0.544
C -0.399 2.144 1.135
C -1.542 2.322 0.362
C -1.494 2.132 -1.017
C -0.328 1.671 -1.601
H -0.266 1.467 -2.658
H -2.368 2.326 -1.621
C -2.813 2.713 1.033
O -2.967 3.713 1.685
N -3.867 1.825 0.876
C -3.897 0.565 0.360
N -4.949 -0.197 0.362
N -4.586 -1.348 -0.240
C -3.347 -1.244 -0.576
O -2.834 -0.032 -0.212
C -2.478 -2.256 -1.248
O -2.169 -3.337 -0.407
C -3.253 -4.215 -0.182
H -2.891 -4.965 0.517
H -4.112 -3.688 0.242
H -3.559 -4.698 -1.117
H -1.529 -1.784 -1.512
H -2.986 -2.608 -2.159
H -4.741 2.100 1.313
H -0.444 2.334 2.197
H 1.662 1.518 1.121
C 4.131 -0.687 -0.359
H 4.596 -0.131 -1.176
C 4.801 -0.282 0.954
C 6.305 -0.543 0.913
C 6.984 -0.131 2.214
H 8.053 -0.324 2.165
H 6.573 -0.687 3.053
H 6.835 0.930 2.400
H 6.742 0.014 0.082
H 6.483 -1.605 0.731
H 4.619 0.781 1.117
H 4.358 -0.836 1.783
H 4.269 -1.758 -0.548
H 1.983 -2.286 -0.800
H 0.794 -1.031 -0.442
H 2.541 -2.573 1.499
H 0.055 -3.169 0.867
H 0.529 -3.152 2.566
H -0.812 -0.808 1.147
H -1.642 -1.989 2.162
H -0.432 -0.912 2.865
```

## Properties
ΔE to the lowest compared entry with this formula, charge and spin ... 310.08 kJ/mol
HOMO-LUMO gap ... 0.3511 hartree
E_HOMO ... -9.6 eV
SMILES string ... CCCCN(CCCC)S(=O)(=O)c1ccc(C(=O)Nc2nnc(COC)o2)cc1

***

No. 2
Formula: C19H29AsBaO3S3
Source: OMol25
Level of theory: ωB97M-V/def2-TZVPD

```
56
C19H29AsBaO3S3 | OMol25 | ωB97M-V/def2-TZVPD
Ba 1.010 0.961 -0.380
O 1.226 0.522 1.941
S 1.402 0.234 3.435
C 0.265 -1.144 3.756
C 0.076 -2.111 2.588
C -1.212 -1.845 1.806
C -1.401 -2.807 0.629
S -1.369 -2.037 -1.011
O -0.272 -0.978 -0.907
C -2.896 -1.126 -0.991
C -4.045 -1.823 -1.345
C -5.263 -1.162 -1.337
C -5.322 0.185 -1.004
C -4.163 0.878 -0.679
C -2.939 0.223 -0.671
C 2.973 -0.582 3.574
C 3.445 -0.788 4.866
C 4.671 -1.407 5.043
C 5.417 -1.797 3.938
C 4.941 -1.568 2.655
C 3.711 -0.953 2.464
H -0.671 -0.675 4.065
H 0.689 -1.626 4.638
H 0.036 -3.125 2.991
H 0.952 -2.092 1.932
H -1.257 -0.809 1.461
H -2.061 -1.957 2.483
H -2.369 -3.311 0.645
H -0.638 -3.586 0.592
H -3.996 -2.867 -1.635
H -6.164 -1.696 -1.604
H -6.274 0.699 -1.008
H -4.204 1.930 -0.432
H -2.046 0.790 -0.438
H 2.872 -0.454 5.724
H 5.051 -1.572 6.042
H 6.377 -2.274 4.080
H 5.529 -1.868 1.799
H 3.341 -0.768 1.464
O 3.576 0.862 -1.594
H 4.273 1.501 -1.396
H 4.054 0.120 -1.984
C -1.461 1.465 -3.921
As -0.503 3.072 -3.468
C -1.381 4.526 -4.360
C 1.237 2.913 -4.271
S -0.388 3.382 -1.373
H -1.507 1.369 -5.006
H -2.466 1.516 -3.506
H -0.944 0.602 -3.501
H -1.465 4.315 -5.424
H -0.791 5.425 -4.193
H -2.366 4.652 -3.915
H 1.137 2.733 -5.340
H 1.789 2.092 -3.814
H 1.779 3.842 -4.100
```

## Properties
ΔE to the lowest compared entry with this formula, charge and spin ... 34.93 kJ/mol
HOMO-LUMO gap ... 0.3410 hartree
E_HOMO ... -14.3 eV
Net charge ... +2

***

No. 3
Formula: C19H29AsEuF4N6OS3
Source: OMol25
Level of theory: ωB97M-V/def2-TZVPD

```
64
C19H29AsEuF4N6OS3 | OMol25 | ωB97M-V/def2-TZVPD
Eu -0.655 0.025 0.442
C -1.698 -0.785 3.932
N -0.558 -0.147 3.295
C -0.424 1.216 3.808
C 0.672 -0.940 3.558
C 1.357 -1.542 2.328
N 0.358 -1.953 1.347
C 0.627 -2.924 0.443
C -0.288 -3.084 -0.631
F -1.310 -2.184 -0.705
C -0.166 -3.996 -1.638
F -1.103 -4.002 -2.614
C 0.892 -4.884 -1.690
C 1.807 -4.766 -0.666
F 2.871 -5.594 -0.643
C 1.693 -3.846 0.360
F 2.666 -3.860 1.304
H -1.569 -0.875 5.020
H -1.832 -1.788 3.520
H -2.597 -0.194 3.751
H -0.272 1.224 4.898
H -1.331 1.779 3.577
H 0.414 1.709 3.324
H 0.405 -1.764 4.226
H 1.387 -0.315 4.099
H 1.973 -2.361 2.695
H 2.043 -0.805 1.891
H 1.004 -5.613 -2.478
O 1.025 1.445 1.056
N 1.293 2.662 0.658
C 2.507 3.159 0.979
C 2.889 4.423 0.621
C 1.974 5.205 -0.086
C 0.747 4.696 -0.394
C 0.351 3.383 -0.026
S -1.182 2.709 -0.382
H 3.127 2.460 1.520
H 3.872 4.779 0.894
H 2.232 6.214 -0.385
H 0.015 5.280 -0.935
N -3.190 0.505 1.431
N -3.363 -0.862 1.040
C -3.805 -1.112 -0.229
N -4.330 -2.326 -0.409
S -3.524 -0.049 -1.474
H -3.967 0.778 2.026
H -3.310 1.027 0.563
H -3.730 -1.437 1.783
H -4.704 -2.870 0.351
H -4.574 -2.593 -1.347
C -0.829 1.044 -3.840
As 0.986 0.765 -3.328
C 1.756 -0.055 -4.881
C 1.818 2.482 -3.265
S 1.354 -0.429 -1.654
H -0.824 1.554 -4.803
H -1.330 1.641 -3.080
H -1.298 0.067 -3.928
H 1.698 0.610 -5.742
H 1.216 -0.977 -5.081
H 2.792 -0.289 -4.648
H 1.313 3.172 -3.941
H 2.853 2.347 -3.570
H 1.776 2.860 -2.247
```

## Properties
ΔE to the lowest compared entry with this formula, charge and spin ... 0.00 kJ/mol
2S+1 ... 8
HOMO-LUMO gap (alpha / beta) ... 0.2094 / 0.2360 hartree
E_HOMO (alpha / beta) ... -5.7 / -6.4 eV
<S²> ... 15.760

***

No. 4
Formula: C19H29AuBF2N6O2S
Source: OMol25
Level of theory: ωB97M-V/def2-TZVPD

```
61
C19H29AuBF2N6O2S | OMol25 | ωB97M-V/def2-TZVPD
Au -0.242 1.137 -0.488
C 2.317 1.546 1.338
N 3.263 1.189 0.285
C 4.582 0.664 0.683
C 5.160 0.346 -0.711
N 4.038 0.228 -1.661
C 4.447 0.955 -2.887
C 2.915 0.694 -0.987
N 1.725 0.612 -1.469
C 1.455 -0.124 -2.775
C 0.005 -0.637 -2.842
N -0.930 0.393 -2.371
C -2.124 0.504 -2.861
N -2.781 1.686 -2.982
C -2.299 2.977 -2.690
C -4.095 1.421 -3.473
C -4.054 0.053 -4.069
N -2.784 -0.528 -3.531
C -2.757 -1.926 -3.085
H 1.721 2.377 0.944
H 2.932 1.847 2.257
H 1.663 0.653 1.658
H 4.518 -0.194 1.315
H 5.216 1.473 1.103
H 5.874 -0.533 -0.734
H 5.844 1.173 -1.048
H 5.347 0.537 -3.129
H 4.458 1.992 -2.629
H 3.731 0.728 -3.647
H 2.019 -1.025 -2.900
H 1.599 0.528 -3.660
H 0.040 -1.595 -2.338
H -0.208 -0.823 -3.894
H -1.272 3.149 -2.923
H -2.523 3.277 -1.637
H -2.826 3.743 -3.242
H -4.494 2.211 -4.126
H -4.781 1.327 -2.595
H -3.985 0.038 -5.171
H -4.990 -0.488 -3.785
H -1.916 -2.065 -2.439
H -2.687 -2.571 -3.987
H -3.640 -2.150 -2.582
O 1.011 -1.962 7.942
C -0.315 -1.856 7.763
O -1.102 -1.638 8.665
C -0.735 -2.002 6.353
C 0.152 -2.491 5.354
C -0.287 -2.587 4.010
C -1.544 -1.982 3.687
S -1.979 -1.687 2.009
C -2.387 -1.536 4.672
C -2.098 -1.639 6.035
H 1.391 -2.304 7.158
H 1.191 -2.849 5.543
H 0.361 -3.074 3.214
H -3.448 -1.300 4.304
H -2.724 -1.358 6.884
F -3.131 1.365 0.062
B -1.947 1.673 0.513
F -1.887 2.426 1.600
```

## Properties
ΔE to the lowest compared entry with this formula, charge and spin ... 103.49 kJ/mol
2S+1 ... 3
HOMO-LUMO gap (alpha / beta) ... 0.3307 / 0.2416 hartree
E_HOMO (alpha / beta) ... -11.1 / -11.4 eV
Net charge ... +1
<S²> ... 2.033

***

No. 5
Formula: C19H29BF5N8OSiTeTi
Source: OMol25
Level of theory: ωB97M-V/def2-TZVPD

```
66
C19H29BF5N8OSiTeTi | OMol25 | ωB97M-V/def2-TZVPD
Ti -0.100 0.325 1.691
C -2.385 2.473 3.306
C -2.539 2.328 1.830
C -3.553 2.801 0.994
C -3.193 2.392 -0.274
N -2.027 1.735 -0.200
N -1.633 1.677 1.097
B -1.246 0.933 -1.288
N 0.268 1.266 -1.175
C 1.069 1.757 -2.131
C 2.311 1.990 -1.582
C 2.196 1.610 -0.241
C 3.227 1.719 0.831
N 0.960 1.159 -0.014
N -1.465 -0.565 -0.989
C -2.162 -1.512 -1.633
C -2.245 -2.620 -0.818
C -1.569 -2.269 0.355
C -1.419 -3.089 1.591
N -1.094 -1.025 0.241
N -1.711 1.366 -2.666
C -1.861 2.647 -3.089
C -1.950 2.634 -4.456
C -1.820 1.272 -4.807
C -1.829 0.662 -6.172
N -1.661 0.524 -3.730
H -3.339 2.737 3.758
H -1.662 3.256 3.540
H -2.028 1.544 3.748
H -4.428 3.358 1.278
H -3.697 2.519 -1.217
H 0.703 1.908 -3.133
H 3.181 2.389 -2.074
H 4.215 1.504 0.424
H 3.028 1.058 1.669
H 3.244 2.736 1.226
H -2.525 -1.330 -2.628
H -2.729 -3.556 -1.034
H -1.330 -4.143 1.330
H -2.301 -2.971 2.224
H -0.567 -2.790 2.194
H -1.880 3.470 -2.393
H -2.094 3.476 -5.111
H -2.210 1.369 -6.907
H -2.455 -0.229 -6.192
H -0.823 0.368 -6.474
F -0.991 -0.540 3.087
Te 1.553 -0.792 4.180
F 0.835 1.449 2.873
F 0.552 -2.449 4.255
F 3.113 0.323 3.926
F 2.915 -2.010 4.630
O 1.584 -1.039 2.259
C 4.329 -1.759 1.686
Si 2.546 -2.202 1.399
C 2.108 -2.036 -0.399
C 2.148 -3.910 2.006
H 4.963 -2.546 1.267
H 4.568 -1.658 2.743
H 4.580 -0.824 1.184
H 2.676 -2.786 -0.957
H 2.366 -1.054 -0.798
H 1.048 -2.212 -0.584
H 2.878 -4.599 1.571
H 1.157 -4.224 1.679
H 2.202 -3.998 3.090
```

## Properties
ΔE to the lowest compared entry with this formula, charge and spin ... 0.00 kJ/mol
2S+1 ... 2
HOMO-LUMO gap (alpha / beta) ... 0.3062 / 0.3439 hartree
E_HOMO (alpha / beta) ... -8.2 / -9.2 eV
<S²> ... 0.752

***

No. 6
Formula: C19H29BF6N6O6PPdS3
Source: OMol25
Level of theory: ωB97M-V/def2-TZVPD

```
72
C19H29BF6N6O6PPdS3 | OMol25 | ωB97M-V/def2-TZVPD
Pd 0.943 0.624 -0.647
F 0.989 -0.137 4.067
C 1.452 -0.672 2.934
F 1.822 0.304 2.120
F 2.529 -1.410 3.228
S 0.112 -1.741 2.246
O -1.054 -0.898 2.187
O 0.075 -2.871 3.126
N 0.755 -2.049 0.821
S 0.017 -2.981 -0.214
O -1.002 -2.348 -1.009
O -0.280 -4.300 0.268
C 1.415 -3.223 -1.388
F 1.962 -2.063 -1.773
F 0.943 -3.847 -2.472
F 2.373 -3.980 -0.856
C -1.150 0.694 -5.299
N -1.695 1.720 -4.416
C -3.056 1.336 -4.049
N -3.166 0.006 -3.455
C -2.565 -0.963 -4.368
N -1.186 -0.656 -4.744
C -0.283 -0.785 -3.593
P -0.721 0.345 -2.192
C -0.858 1.888 -3.220
C -2.530 -0.052 -2.133
H -0.116 0.950 -5.543
H -1.738 0.692 -6.221
H -3.666 1.350 -4.957
H -3.453 2.071 -3.346
H -3.163 -0.982 -5.283
H -2.595 -1.951 -3.905
H 0.739 -0.567 -3.915
H -0.311 -1.813 -3.236
H 0.149 2.188 -3.523
H -1.263 2.684 -2.598
H -3.016 0.669 -1.471
H -2.654 -1.042 -1.706
C -0.275 4.679 1.713
C -0.955 3.325 1.874
C -1.370 3.088 3.310
O 0.025 2.325 1.512
B -0.191 1.995 0.207
O -1.331 2.576 -0.314
C -2.080 3.084 0.825
C -3.047 1.983 1.244
C -2.834 4.326 0.396
H 0.623 4.692 2.330
H -0.932 5.494 2.026
H 0.031 4.840 0.678
H -0.525 3.293 3.968
H -1.673 2.054 3.466
H -2.194 3.753 3.585
H -2.515 1.078 1.543
H -3.689 1.739 0.396
H -3.680 2.313 2.070
H -2.173 5.062 -0.058
H -3.331 4.781 1.256
H -3.598 4.054 -0.334
C 4.627 -1.991 0.760
C 4.811 -0.512 0.585
C 5.980 0.129 1.001
C 6.033 1.493 0.796
N 5.039 2.197 0.263
C 3.951 1.505 -0.092
S 2.598 2.378 -0.783
N 3.819 0.168 0.029
H 5.505 -2.533 0.405
H 3.744 -2.325 0.223
H 4.491 -2.229 1.818
H 6.796 -0.418 1.452
H 6.915 2.062 1.079
```

## Properties
ΔE to the lowest compared entry with this formula, charge and spin ... 110.48 kJ/mol
HOMO-LUMO gap ... 0.2684 hartree
E_HOMO ... -4.8 eV
Net charge ... -1

***

No. 7
Formula: C19H29Br2ClF2N5O13V
Source: OMol25
Level of theory: ωB97M-V/def2-TZVPD

```
72
C19H29Br2ClF2N5O13V | OMol25 | ωB97M-V/def2-TZVPD
N -3.438 0.260 -3.114
C -3.333 0.467 -1.673
C -3.135 -0.613 -0.616
N -3.029 -0.345 0.739
F -2.810 -1.423 1.542
N -3.102 0.778 1.411
C -3.278 1.831 0.518
C -3.382 1.852 -0.996
C -3.535 3.219 -1.790
C -2.367 3.323 -2.869
C -0.928 3.582 -2.186
O -0.024 2.716 -2.322
O -0.641 4.776 -1.459
H -4.246 -0.362 -3.271
H -2.572 -0.163 -3.507
H -3.071 -1.698 -0.976
H -3.353 2.860 1.026
H -3.392 4.096 -1.052
H -4.584 3.367 -2.244
H -2.602 4.172 -3.614
H -2.234 2.383 -3.504
H -0.841 4.562 -0.519
N 0.557 -0.447 -0.262
C 1.213 -1.145 0.679
C 2.514 -0.876 1.071
C 3.182 0.173 0.455
C 2.531 0.909 -0.525
C 1.225 0.565 -0.846
H 0.650 -1.957 1.130
H 2.994 -1.471 1.839
H 4.202 0.414 0.735
H 3.023 1.733 -1.027
H 0.675 1.110 -1.597
O -1.132 7.328 0.371
Cl -0.229 8.168 -0.386
O 1.142 7.809 -0.059
O -0.450 9.551 -0.046
O -0.452 7.970 -1.798
Br 2.214 1.402 -4.180
C 2.311 -0.540 -4.250
C 1.722 -1.062 -5.532
Br -0.227 -0.990 -5.443
H 1.800 -0.917 -3.363
H 3.374 -0.778 -4.180
H 1.971 -2.114 -5.673
H 2.029 -0.501 -6.415
C 4.318 -5.523 5.204
C 4.869 -6.505 4.185
O 3.965 -6.687 3.087
C 3.889 -5.666 2.219
O 4.507 -4.631 2.282
O 2.980 -5.982 1.281
C 2.727 -4.931 0.354
H 3.330 -5.840 5.546
H 4.986 -5.447 6.064
H 4.200 -4.526 4.775
H 4.985 -7.483 4.657
H 5.855 -6.202 3.822
H 3.649 -4.589 -0.122
H 2.226 -4.102 0.858
H 2.064 -5.317 -0.421
C -5.123 -0.737 4.016
N -6.304 0.164 4.029
O -6.631 0.644 5.099
O -6.861 0.355 2.960
H -4.729 -0.816 5.028
H -5.455 -1.709 3.655
H -4.384 -0.298 3.349
O 0.644 5.173 1.594
V 2.218 4.621 1.114
O 3.788 4.056 0.644
F -2.653 -1.999 -5.505
```

## Properties
HOMO-LUMO gap ... 0.0513 hartree
E_HOMO ... -7.9 eV

***

What did the sixth record say?
Formula: C19H29BF6N6O6PPdS3
Source: OMol25
Level of theory: ωB97M-V/def2-TZVPD

```
72
C19H29BF6N6O6PPdS3 | OMol25 | ωB97M-V/def2-TZVPD
Pd 0.943 0.624 -0.647
F 0.989 -0.137 4.067
C 1.452 -0.672 2.934
F 1.822 0.304 2.120
F 2.529 -1.410 3.228
S 0.112 -1.741 2.246
O -1.054 -0.898 2.187
O 0.075 -2.871 3.126
N 0.755 -2.049 0.821
S 0.017 -2.981 -0.214
O -1.002 -2.348 -1.009
O -0.280 -4.300 0.268
C 1.415 -3.223 -1.388
F 1.962 -2.063 -1.773
F 0.943 -3.847 -2.472
F 2.373 -3.980 -0.856
C -1.150 0.694 -5.299
N -1.695 1.720 -4.416
C -3.056 1.336 -4.049
N -3.166 0.006 -3.455
C -2.565 -0.963 -4.368
N -1.186 -0.656 -4.744
C -0.283 -0.785 -3.593
P -0.721 0.345 -2.192
C -0.858 1.888 -3.220
C -2.530 -0.052 -2.133
H -0.116 0.950 -5.543
H -1.738 0.692 -6.221
H -3.666 1.350 -4.957
H -3.453 2.071 -3.346
H -3.163 -0.982 -5.283
H -2.595 -1.951 -3.905
H 0.739 -0.567 -3.915
H -0.311 -1.813 -3.236
H 0.149 2.188 -3.523
H -1.263 2.684 -2.598
H -3.016 0.669 -1.471
H -2.654 -1.042 -1.706
C -0.275 4.679 1.713
C -0.955 3.325 1.874
C -1.370 3.088 3.310
O 0.025 2.325 1.512
B -0.191 1.995 0.207
O -1.331 2.576 -0.314
C -2.080 3.084 0.825
C -3.047 1.983 1.244
C -2.834 4.326 0.396
H 0.623 4.692 2.330
H -0.932 5.494 2.026
H 0.031 4.840 0.678
H -0.525 3.293 3.968
H -1.673 2.054 3.466
H -2.194 3.753 3.585
H -2.515 1.078 1.543
H -3.689 1.739 0.396
H -3.680 2.313 2.070
H -2.173 5.062 -0.058
H -3.331 4.781 1.256
H -3.598 4.054 -0.334
C 4.627 -1.991 0.760
C 4.811 -0.512 0.585
C 5.980 0.129 1.001
C 6.033 1.493 0.796
N 5.039 2.197 0.263
C 3.951 1.505 -0.092
S 2.598 2.378 -0.783
N 3.819 0.168 0.029
H 5.505 -2.533 0.405
H 3.744 -2.325 0.223
H 4.491 -2.229 1.818
H 6.796 -0.418 1.452
H 6.915 2.062 1.079
```

## Properties
ΔE to the lowest compared entry with this formula, charge and spin ... 110.48 kJ/mol
HOMO-LUMO gap ... 0.2684 hartree
E_HOMO ... -4.8 eV
Net charge ... -1